Record 1
Density functional theory data (wB97M-V/def2-TZVPD) for a gas-phase ion, C3H4Cl3N3 (charge +2) in a non-equilibrium geometry.

Computed properties:
HOMO level: -19.1450 eV
ΔE to the lowest compared entry with this formula, charge and spin: 217.76 kJ/mol

ORCA input file:
```
! RIJCOSX wB97M-V def2-TZVPD def2/J DEFGRID3
* xyz 2 1
C 0.16762 -1.15875 0.51976
C 1.36989 0.81420 -0.45383
C -1.97935 0.20288 0.23903
N 0.52760 1.39807 -1.16343
N -1.14566 -0.98485 0.37492
N 1.19951 -0.46336 0.07077
Cl 2.96868 1.22369 -0.03609
Cl -3.42751 -0.10197 -0.52654
Cl -1.29601 1.57762 0.73493
H 0.62380 -2.11034 0.79367
H 0.69865 2.29270 -1.49938
H -1.77998 -1.80934 0.61437
H 2.07276 -0.88056 0.33181
*
```

---

Record 2
Density functional theory data (wB97M-V/def2-TZVPD) for a molecular structure, C40H80Br2F2I2O16P4S in a non-equilibrium geometry.

Computed properties:
HOMO level: -8.4523 eV
ΔE to the lowest compared entry with this formula, charge and spin: 0.00 kJ/mol

ORCA input file:
```
! RIJCOSX wB97M-V def2-TZVPD def2/J DEFGRID3
* xyz 0 1
C 11.25178 2.53312 -3.33888
O 10.45026 1.37525 -3.29198
C 9.69878 1.13231 -4.48098
C 8.23089 1.52023 -4.24140
C 7.08004 0.70934 -4.85422
C 6.97900 -0.82589 -4.75836
C 8.03578 -1.58476 -3.91106
C 8.43407 -1.10733 -2.53202
O 8.84584 -1.91889 -1.71797
O 5.72071 -1.47766 -4.50378
C 4.45214 -0.94483 -4.13643
C 3.53943 -2.17954 -4.42483
C 3.58323 -2.74172 -5.84629
C 3.28542 -4.23864 -5.81046
F 2.54963 -2.15585 -6.58499
C 3.85092 0.17520 -5.01202
Br 4.53619 0.28207 -6.79603
C 2.87324 1.06165 -4.82567
C 2.38335 2.06935 -5.83257
Br 1.85860 1.13994 -3.22325
C 4.42667 -0.77179 -2.51994
C 3.19159 -1.37676 -1.82852
O 5.50895 -1.64999 -2.10712
C 5.76703 -1.72997 -0.72586
C 6.37135 -3.05316 -0.27811
I 7.58767 -2.76103 1.39891
C 6.16587 -4.25503 -0.80701
C 5.29903 -4.50499 -2.02170
I 7.06529 -5.98461 -0.04737
C 4.81363 0.65956 -2.05856
C 4.28892 1.18407 -0.73176
F 6.20351 0.80669 -2.04105
P 7.47598 -1.53080 -6.45820
S 8.94896 -0.63955 -7.37909
H 11.98529 2.44851 -2.53669
H 10.67735 3.44972 -3.16503
H 11.80686 2.59564 -4.27941
H 9.86623 0.09464 -4.75177
H 10.10175 1.73559 -5.29761
H 8.10462 2.52639 -4.65307
H 8.10531 1.66935 -3.17120
H 7.02238 0.99982 -5.90161
H 6.17266 1.13682 -4.42146
H 8.96052 -1.73328 -4.47868
H 7.63188 -2.58929 -3.76838
H 8.42075 -0.05063 -2.23820
H 3.86224 -2.99174 -3.78160
H 2.49373 -1.92170 -4.26602
H 4.55129 -2.63335 -6.33026
H 3.46728 -4.67338 -6.79344
H 2.27485 -4.43890 -5.46102
H 4.02450 -4.70675 -5.15544
H 1.64826 2.73281 -5.38941
H 3.21117 2.68502 -6.18688
H 1.97208 1.55574 -6.70170
H 3.33579 -2.45236 -1.76913
H 3.08798 -1.04113 -0.80060
H 2.23829 -1.22901 -2.31987
H 4.93718 -1.50784 -0.04959
H 6.52967 -0.99031 -0.46181
H 4.23322 -4.46043 -1.79554
H 5.58825 -3.83883 -2.83030
H 5.48257 -5.51840 -2.37785
H 4.50078 1.38285 -2.81236
H 4.44869 2.26280 -0.72594
H 4.81134 0.76014 0.12304
H 3.21315 1.04653 -0.66366
H 7.81888 -2.86380 -6.17958
H 6.34890 -1.62162 -7.27692
O -0.98613 -3.24638 -2.46052
P -2.39414 -2.99734 -2.79026
O -2.58860 -2.26532 -4.18730
C -2.16479 -2.90412 -5.40266
C -3.04527 -4.07330 -5.79813
O -2.92502 -1.81632 -1.82946
C -2.09340 -1.28933 -0.79542
C -1.30856 -0.09461 -1.29042
O -3.68634 -3.90846 -2.71848
C -3.73918 -5.01029 -1.78154
C -3.68233 -4.55448 -0.33881
H -1.12315 -3.21950 -5.30027
H -2.20266 -2.13250 -6.16933
H -2.94797 -4.90215 -5.09563
H -2.76493 -4.43532 -6.78755
H -4.09409 -3.77728 -5.81081
H -1.42744 -2.05941 -0.40474
H -2.75549 -0.99589 0.02111
H -0.85329 -0.29528 -2.26120
H -0.51963 0.16802 -0.58252
H -1.95880 0.77247 -1.41437
H -2.92732 -5.70715 -1.99979
H -4.67679 -5.52356 -1.98330
H -2.70289 -4.14201 -0.08965
H -3.86721 -5.40016 0.32371
H -4.42489 -3.78002 -0.14917
O -3.64464 3.01955 1.44273
P -5.07711 3.23053 1.67461
O -5.83542 1.91978 2.15886
C -5.47971 1.30190 3.40595
C -5.91749 2.10581 4.61429
O -5.79013 3.39848 0.23878
C -5.02252 3.44453 -0.96454
C -4.87392 2.06928 -1.58076
O -5.88299 4.36518 2.42973
C -5.30989 5.68717 2.56302
C -5.11101 6.37600 1.22946
H -4.40094 1.12735 3.42754
H -5.97210 0.33092 3.40491
H -5.36408 3.04242 4.69168
H -5.74627 1.53835 5.52975
H -6.97566 2.35944 4.54568
H -4.04734 3.89700 -0.78134
H -5.55978 4.10687 -1.64563
H -4.58952 1.32793 -0.83374
H -4.11522 2.08353 -2.36474
H -5.81571 1.73644 -2.01873
H -4.36563 5.61652 3.10679
H -6.00543 6.24855 3.18301
H -4.32938 5.88984 0.64280
H -4.81336 7.41239 1.38938
H -6.02827 6.35198 0.64196
O -6.39841 0.66133 10.14390
P -7.60101 1.49256 10.25220
O -8.10235 2.05802 8.85335
C -8.52724 1.15378 7.82262
C -9.85838 0.49295 8.12456
O -7.17554 2.89118 10.93121
C -5.84992 3.10727 11.41547
C -4.97136 3.75410 10.36341
O -8.96612 1.30212 11.03096
C -9.00831 0.47056 12.21465
C -8.15785 1.01444 13.34300
H -7.74958 0.40341 7.65703
H -8.61009 1.75062 6.91571
H -9.78143 -0.19177 8.97007
H -10.19976 -0.07631 7.25965
H -10.60896 1.24121 8.37837
H -5.41265 2.17349 11.76978
H -5.94617 3.76606 12.28031
H -5.07982 3.24920 9.40365
H -3.92323 3.71786 10.66284
H -5.25240 4.79805 10.21819
H -8.70055 -0.54380 11.95257
H -10.05460 0.43134 12.50975
H -7.09424 0.95114 13.10616
H -8.33328 0.43612 14.25019
H -8.39243 2.06129 13.53311
*
```

---

Record 3
Density functional theory data (wB97M-V/def2-TZVPD) for C4H6O6 in the gas phase in a non-equilibrium geometry.

Computed properties:
HOMO level: -10.0289 eV
ΔE to the lowest compared entry with this formula, charge and spin: 3.75 kJ/mol

ORCA input file:
```
! RIJCOSX wB97M-V def2-TZVPD def2/J DEFGRID3
* xyz 0 1
C 1.49710 0.25242 0.09205
C 0.84979 1.52038 -0.46060
C 0.50169 -0.81813 -0.09658
C -0.88362 -0.01750 -0.15793
O 2.58915 0.26900 0.67951
O -0.55670 1.34747 -0.37572
O 0.92156 -1.24850 -1.37782
O 0.29723 -1.85426 0.83586
O -1.40646 -0.63651 -1.25581
O -1.70707 -0.03451 0.90690
H 1.01249 2.42478 0.12012
H 1.10809 1.61728 -1.51141
H 0.19108 -1.73298 -1.88798
H 1.18974 -2.16137 1.24959
H -2.05873 0.01798 -1.67293
H -2.09021 -0.87014 1.12408
*
```

---

Record 4
Density functional theory data (wB97M-V/def2-TZVPD) for a molecular structure, C3H7ClMgNO in a non-equilibrium geometry.

Computed properties:
HOMO level: -11.4494 eV
ΔE to the lowest compared entry with this formula, charge and spin: 294.65 kJ/mol

ORCA input file:
```
! RIJCOSX wB97M-V def2-TZVPD def2/J DEFGRID3
* xyz 1 1
Mg 1.12156 -0.73361 -4.95288
Cl 1.79889 -1.97877 -3.14370
C -0.90828 -0.44948 1.85294
O -0.85777 -0.03699 2.99538
N -0.32883 0.16918 0.81089
C 0.38466 1.41340 0.93292
C -0.36496 -0.45185 -0.51345
H -1.45580 -1.36438 1.58948
H 1.45896 1.27328 1.07881
H 0.02133 1.91706 1.82677
H 0.25163 2.05841 0.06590
H -0.59209 -1.51355 -0.45606
H -1.14342 0.03126 -1.11281
H 0.61412 -0.33396 -0.97418
*
```

---

Record 5
Density functional theory data (wB97M-V/def2-TZVPD) for a gas-phase ion, C2H5N2O (charge +1) in a non-equilibrium geometry.

Computed properties:
HOMO level: -15.1876 eV
ΔE to the lowest compared entry with this formula, charge and spin: 408.61 kJ/mol

ORCA input file:
```
! RIJCOSX wB97M-V def2-TZVPD def2/J DEFGRID3
* xyz 1 1
C -0.13126 -0.39925 -1.01653
C -0.16271 0.94230 0.87072
N 0.90852 -0.80255 -0.38669
N -0.92967 0.34560 -0.10222
O 1.22197 -0.44490 0.81717
H -0.56741 -0.77622 -1.86617
H 0.60542 1.82926 0.65917
H -0.78853 0.96056 1.76955
H 1.61376 -1.51054 -0.82438
H -1.77009 -0.14426 0.07938
*
```

---

Record 6
Density functional theory data (wB97M-V/def2-TZVPD) for 2 unconnected molecules or ions with the total composition C3H7O2S.

Computed properties:
HOMO level: -4.4523 eV
ΔE to the lowest compared entry with this formula, charge and spin: 24.87 kJ/mol

ORCA input file:
```
! RIJCOSX wB97M-V def2-TZVPD def2/J DEFGRID3
* xyz -1 1
O -0.91599 1.11872 -1.53264
C -1.57855 1.79271 -0.73107
O -1.19308 2.29686 0.36016
H -2.64809 1.96145 -0.98618
C 1.39303 -1.09666 -0.36060
C 0.26633 -1.10030 0.66291
S 0.37410 0.18546 1.94003
H 2.37577 -1.20930 0.11110
H 1.40918 -0.13581 -0.87230
H 1.25108 -1.92133 -1.06243
H -0.68354 -1.01456 0.13844
H 0.25125 -2.05434 1.19777
H -0.30149 1.17708 1.13482
*
```

---

Record 7
Density functional theory data (wB97M-V/def2-TZVPD) for a molecular structure, C41H51FGeN3O8PPd in a non-equilibrium geometry.

Computed properties:
HOMO level (alpha / beta): -11.7609 / -14.6344 eV
⟨S²⟩: 8.79

ORCA input file:
```
! RIJCOSX wB97M-V def2-TZVPD def2/J DEFGRID3
* xyz 3 6
Pd 1.42511 -0.68426 0.95030
C -5.14231 0.86566 -3.39825
C -4.46409 1.79399 -2.37567
N -3.10974 1.25749 -2.02474
C -3.09481 0.24661 -1.04818
C -1.95986 -0.48025 -0.72459
C -2.24363 -1.70232 0.16787
O -3.32572 -1.75498 0.80407
O -1.31621 -2.70615 0.17458
C -0.68417 -0.12147 -1.25114
O 0.46239 -0.64437 -1.02708
C -0.66967 0.90934 -2.25721
C 0.53996 1.38576 -2.85319
C 0.51133 2.39674 -3.76687
F 1.57467 2.67513 -4.54479
C -0.70474 3.21605 -3.99463
C -1.86328 2.58788 -3.54618
C -1.87919 1.57687 -2.63787
N -0.73005 4.42935 -4.66074
C -1.65202 5.49320 -4.28073
C -2.45693 5.94852 -5.52475
N -1.64935 5.78124 -6.76757
C -0.21308 5.98514 -6.54282
C 0.34481 4.95527 -5.51493
H -6.06972 1.43396 -3.72377
H -5.43210 -0.09217 -2.89431
H -4.48764 0.63032 -4.25098
H -5.04361 1.98453 -1.39137
H -4.31042 2.77937 -2.84791
H -4.03094 -0.02967 -0.58128
H 1.49881 0.92271 -2.65286
H -2.81702 2.88602 -4.02054
H -1.09957 6.30802 -3.82465
H -2.39181 5.11588 -3.53419
H -2.76673 7.00560 -5.44545
H -3.39351 5.34513 -5.69349
H -1.93424 6.49065 -7.48365
H -1.80841 4.83377 -7.23858
H -0.08891 7.01150 -6.20261
H 0.25831 5.88621 -7.53568
H 1.19836 5.39107 -4.94920
H 0.80701 4.09405 -6.00509
C -3.41898 -4.99905 1.33361
Ge -1.67425 -4.05386 1.41287
C -0.29153 -5.32962 0.80055
C 0.88837 -4.80547 0.23929
C 1.73695 -5.61963 -0.53107
C 1.47739 -6.98460 -0.63467
C 0.29752 -7.53528 -0.14355
C -0.56510 -6.70379 0.53910
C -1.28062 -3.11554 3.12051
C -1.56935 -1.74459 3.22199
C -2.08518 -1.21217 4.44259
C -2.04723 -1.93064 5.58294
C -1.53269 -3.25792 5.62262
C -1.47549 -4.08950 6.79316
C -1.23350 -5.45786 6.65412
C -0.92099 -6.02204 5.43109
C -0.92479 -5.26433 4.27961
C -1.19999 -3.87441 4.31665
H -3.43141 -5.82414 0.58925
H -4.14031 -4.31193 0.94868
H -3.66906 -5.38766 2.29606
H 1.04475 -3.73615 0.37715
H 2.65265 -5.23936 -1.01849
H 2.17716 -7.57919 -1.20004
H 0.07283 -8.54059 -0.39344
H -1.54352 -7.17145 0.89444
H -1.41378 -1.01116 2.43162
H -2.42855 -0.16389 4.47211
H -2.33468 -1.46366 6.53819
H -1.73824 -3.68354 7.75786
H -1.27458 -6.13163 7.53382
H -0.61238 -7.05897 5.42791
H -0.58240 -5.76427 3.38378
C 2.04445 4.49084 0.26377
C 1.13708 3.32105 0.32979
O 1.79202 2.09595 -0.11404
P 2.74351 1.19834 0.80076
O 4.01282 1.06920 -0.18681
C 5.28352 0.34286 0.11005
C 6.29694 0.90109 -0.83414
O 3.39211 2.04239 1.97180
C 2.99034 2.29626 3.36160
C 3.76691 3.48484 3.85101
H 1.69010 5.17551 -0.49908
H 3.06102 4.22651 0.02341
H 2.07916 5.01156 1.25919
H 0.33031 3.46552 -0.41397
H 0.65020 3.14329 1.32020
H 5.13664 -0.73964 -0.05554
H 5.57363 0.52251 1.13584
H 6.14674 0.53400 -1.85701
H 7.33342 0.67480 -0.59156
H 6.15806 2.01013 -0.87432
H 3.20886 1.41399 3.93568
H 1.90787 2.43562 3.39913
H 4.84819 3.28523 3.91382
H 3.45453 3.84835 4.79921
H 3.64259 4.36512 3.17834
C 2.97128 -3.05951 3.97695
O 2.62307 -2.49214 2.72018
C 2.11229 -1.24933 2.75531
O 1.89448 -0.58612 3.75237
H 2.50284 -4.06071 4.04861
H 2.43378 -2.44364 4.75435
H 4.03488 -3.06340 4.16552
*
```

---

Record 8
Density functional theory data (wB97M-V/def2-TZVPD) for 5 unconnected molecules or ions with the total composition C31H37Br2Cl2FN4O3 in a non-equilibrium geometry.

Computed properties:
HOMO level: -9.1788 eV

ORCA input file:
```
! RIJCOSX wB97M-V def2-TZVPD def2/J DEFGRID3
* xyz 0 1
O 3.56198 2.19368 0.07192
C 2.61961 2.83988 0.40482
Cl 2.71618 4.64359 0.26158
C 1.30852 2.14560 0.93972
C 0.46283 1.50535 -0.20589
C 0.85887 0.22830 -0.81626
Cl 2.31128 -0.62110 -0.20170
C 0.11126 -0.41462 -1.90005
Br 0.69714 -2.10682 -2.69246
C -1.11135 0.19243 -2.43023
C -1.52873 1.46444 -1.82914
C -0.76343 2.11718 -0.73890
C -1.33681 3.45732 -0.16087
O -0.64172 4.36404 0.21369
C -2.90639 3.51202 -0.11705
Br -3.71553 4.44726 1.37901
C -3.61203 2.90760 -1.11393
C -5.18302 2.86766 -1.13130
C -5.56888 1.36670 -0.69149
C -5.90267 0.50484 -1.96512
F -7.06659 -0.28635 -1.74304
C -2.83955 2.19555 -2.28104
O -3.19228 2.22897 -3.43151
H 0.73905 2.94672 1.49015
H 1.51317 1.34176 1.69238
H -1.72839 -0.27935 -3.23251
H -5.60002 3.10319 -2.14215
H -5.63531 3.54115 -0.36665
H -4.64994 0.89959 -0.22900
H -6.35512 1.34353 0.10146
H -5.04697 -0.17196 -2.25340
H -6.07918 1.14565 -2.87652
C 3.81493 9.71337 2.49377
C 2.43638 9.86631 1.86004
C 1.80169 8.52476 1.48320
C 2.65554 7.81612 0.49455
N 3.31622 7.26848 -0.26997
H 4.52637 9.25583 1.80314
H 4.21540 10.68996 2.77191
H 3.76582 9.09705 3.39531
H 2.52226 10.49696 0.97110
H 1.77813 10.38637 2.56051
H 0.81396 8.68466 1.04715
H 1.68334 7.89437 2.36726
C 2.50033 -6.65704 1.39620
C 3.33132 -5.52364 0.80464
C 2.68142 -4.14936 0.98783
C 1.35931 -4.11415 0.30925
N 0.33747 -4.08941 -0.21592
H 1.52919 -6.74318 0.90286
H 3.01417 -7.61093 1.26915
H 2.33175 -6.50319 2.46203
H 3.49067 -5.71777 -0.25966
H 4.31513 -5.51777 1.28087
H 3.31837 -3.37191 0.56151
H 2.54247 -3.92948 2.04879
C 3.40524 -5.55803 7.10020
C 2.02837 -5.36557 6.47355
C 1.35112 -6.68850 6.10493
C 2.17790 -7.42633 5.11355
N 2.81899 -7.99452 4.34753
H 4.09869 -6.03930 6.40732
H 3.83662 -4.59311 7.37264
H 3.34258 -6.16943 8.00412
H 2.12830 -4.74068 5.58171
H 1.39023 -4.82343 7.17572
H 0.36619 -6.49971 5.67380
H 1.21867 -7.31180 6.99179
C -3.60757 -1.97913 -6.15709
C -2.51777 -1.68327 -7.18216
C -1.61010 -2.88705 -7.45129
C -0.92520 -3.29858 -6.19774
N -0.39943 -3.61198 -5.22559
H -3.18469 -2.22990 -5.18147
H -4.24613 -1.10448 -6.01884
H -4.23711 -2.81117 -6.48278
H -1.91781 -0.83998 -6.82924
H -2.98568 -1.37427 -8.12011
H -0.85706 -2.63079 -8.19869
H -2.19196 -3.72921 -7.83192
*
```